The following is a DFT calculation (wB97M-V/def2-TZVPD) of 22 unconnected molecules or ions with the total composition C44H132O22S22 in a non-equilibrium geometry.

Bonds (Å) are listed after each position.
Cartesian coordinates (Å):
1 C -0.2660 -3.9009 -7.3359  S2 1.781, H5 1.090, H6 1.090, H7 1.090
2 S 1.4742 -3.5383 -7.4440  C1 1.781, O3 1.510, C4 1.772
3 O 1.5779 -2.1059 -7.9118  S2 1.510
4 C 1.8784 -3.5034 -5.7186  S2 1.772, H8 1.090, H9 1.090, H10 1.090
5 H -0.6750 -3.4791 -6.4178  C1 1.090
6 H -0.4559 -4.9740 -7.3566  C1 1.090
7 H -0.8918 -3.4842 -8.1251  C1 1.090
8 H 1.4815 -4.4526 -5.3585  C4 1.090
9 H 1.3344 -2.6782 -5.2591  C4 1.090
10 H 2.9348 -3.4345 -5.4590  C4 1.090
11 C 4.2142 -2.5202 -1.3554  S12 1.817, H15 1.090, H16 1.090, H17 1.090
12 S 4.5235 -1.4032 0.0435  C11 1.817, O13 1.501, C14 1.845
13 O 3.4194 -1.6018 1.0402  S12 1.501
14 C 5.9796 -2.3302 0.6957  S12 1.845, H18 1.090, H19 1.090, H20 1.090
15 H 3.1617 -2.3783 -1.6007  C11 1.090
16 H 4.3258 -3.5144 -0.9228  C11 1.090
17 H 4.7762 -2.3673 -2.2768  C11 1.090
18 H 6.7671 -2.1321 -0.0315  C14 1.090
19 H 5.6063 -3.3540 0.7177  C14 1.090
20 H 6.1842 -1.9262 1.6872  C14 1.090
21 C 8.7119 1.1682 1.4701  S22 1.890, H25 1.090, H26 1.090, H27 1.090
22 S 8.7420 1.9080 -0.2690  C21 1.890, O23 1.532, C24 1.873
23 O 8.6419 3.4193 -0.0386  S22 1.532
24 C 7.0357 1.3221 -0.7739  S22 1.873, H28 1.090, H29 1.090, H30 1.090
25 H 9.6681 1.2894 1.9792  C21 1.090
26 H 8.4963 0.1029 1.3882  C21 1.090
27 H 7.9022 1.6689 2.0010  C21 1.090
28 H 6.9054 1.5008 -1.8412  C24 1.090
29 H 6.2968 1.8679 -0.1872  C24 1.090
30 H 6.8044 0.2878 -0.5193  C24 1.090
31 C -3.2383 -3.4311 -3.3401  S32 1.840, H35 1.090, H36 1.090, H37 1.090
32 S -2.4179 -4.5035 -4.5907  C31 1.840, O33 1.509, C34 1.854
33 O -1.0787 -4.8964 -4.0178  S32 1.509
34 C -3.4252 -6.0561 -4.4804  S32 1.854, H38 1.090, H39 1.090, H40 1.090
35 H -2.7011 -2.5515 -2.9855  C31 1.090
36 H -3.4068 -4.0595 -2.4656  C31 1.090
37 H -4.1721 -3.0329 -3.7370  C31 1.090
38 H -3.0602 -6.8056 -5.1825  C34 1.090
39 H -4.4698 -5.8247 -4.6889  C34 1.090
40 H -3.4171 -6.4602 -3.4681  C34 1.090
41 C -1.3769 -3.8316 6.1020  S42 1.839, H45 1.090, H46 1.090, H47 1.090
42 S -1.8986 -5.5924 6.1896  C41 1.839, O43 1.535, C44 1.865
43 O -3.3809 -5.7732 6.5466  S42 1.535
44 C -1.8682 -6.2503 4.4445  S42 1.865, H48 1.090, H49 1.090, H50 1.090
45 H -1.8764 -3.2825 6.9001  C41 1.090
46 H -1.5906 -3.4905 5.0891  C41 1.090
47 H -0.3050 -3.7066 6.2558  C41 1.090
48 H -0.9961 -5.8123 3.9592  C44 1.090
49 H -2.7644 -5.8857 3.9424  C44 1.090
50 H -1.6951 -7.3264 4.4520  C44 1.090
51 C 0.8664 1.3080 5.1647  S52 1.844, H55 1.090, H56 1.090, H57 1.090
52 S 0.0058 -0.3106 5.3615  C51 1.844, O53 1.537, C54 1.849
53 O -1.0993 -0.4331 4.3001  S52 1.537
54 C 1.2284 -1.4771 4.6115  S52 1.849, H58 1.090, H59 1.090, H60 1.090
55 H 1.8392 1.3022 5.6564  C51 1.090
56 H 0.3255 2.0823 5.7089  C51 1.090
57 H 1.0078 1.6269 4.1321  C51 1.090
58 H 0.6638 -2.4073 4.6741  C54 1.090
59 H 1.9403 -1.6524 5.4181  C54 1.090
60 H 1.7926 -1.2051 3.7195  C54 1.090
61 C -5.7857 0.0365 4.7428  S62 1.826, H65 1.090, H66 1.090, H67 1.090
62 S -5.6227 -1.7453 4.3793  C61 1.826, O63 1.526, C64 1.817
63 O -6.2584 -1.7380 2.9925  S62 1.526
64 C -3.8286 -1.8848 4.1304  S62 1.817, H68 1.090, H69 1.090, H70 1.090
65 H -5.2115 0.2228 5.6503  C61 1.090
66 H -6.7667 0.3282 5.1180  C61 1.090
67 H -5.5304 0.7850 3.9926  C61 1.090
68 H -3.3444 -2.0351 5.0953  C64 1.090
69 H -3.3997 -1.0024 3.6555  C64 1.090
70 H -3.5326 -2.7107 3.4836  C64 1.090
71 C -2.4454 3.7118 1.5295  S72 1.842, H75 1.090, H76 1.090, H77 1.090
72 S -1.2341 4.9008 2.2458  C71 1.842, O73 1.551, C74 1.857
73 O -0.9385 4.5070 3.7165  S72 1.551
74 C 0.2099 4.3670 1.2077  S72 1.857, H78 1.090, H79 1.090, H80 1.090
75 H -2.1969 2.7631 2.0051  C71 1.090
76 H -2.4509 3.7707 0.4411  C71 1.090
77 H -3.3609 4.2208 1.8309  C71 1.090
78 H 1.1344 4.9411 1.2698  C74 1.090
79 H -0.0675 4.4712 0.1588  C74 1.090
80 H 0.4832 3.3390 1.4456  C74 1.090
81 C -0.2831 6.2573 -4.6146  S82 1.884, H85 1.090, H86 1.090, H87 1.090
82 S -1.6589 5.3261 -5.5040  C81 1.884, O83 1.489, C84 1.837
83 O -1.5117 5.3849 -6.9842  S82 1.489
84 C -0.9530 3.6592 -5.1887  S82 1.837, H88 1.090, H89 1.090, H90 1.090
85 H -0.4961 7.3112 -4.7936  C81 1.090
86 H 0.6797 5.9405 -5.0157  C81 1.090
87 H -0.2873 6.0839 -3.5385  C81 1.090
88 H -1.4516 2.8386 -5.7046  C84 1.090
89 H -1.0597 3.4464 -4.1250  C84 1.090
90 H 0.1276 3.5808 -5.3077  C84 1.090
91 C -0.0783 -3.3546 -0.5101  S92 1.839, H95 1.090, H96 1.090, H97 1.090
92 S -1.4390 -2.6597 0.5143  C91 1.839, O93 1.493, C94 1.904
93 O -2.6420 -3.3246 -0.0689  S92 1.493
94 C -0.9665 -3.8543 1.9190  S92 1.904, H98 1.090, H99 1.090, H100 1.090
95 H -0.0162 -2.9243 -1.5096  C91 1.090
96 H -0.1301 -4.4434 -0.5090  C91 1.090
97 H 0.8702 -3.1114 -0.0312  C91 1.090
98 H -0.1406 -3.3852 2.4538  C94 1.090
99 H -0.5471 -4.7611 1.4832  C94 1.090
100 H -1.8645 -4.2146 2.4208  C94 1.090
101 C -2.3068 2.6027 7.6224  S102 1.798, H105 1.090, H106 1.090, H107 1.090
102 S -3.3069 4.0964 7.5794  C101 1.798, O103 1.544, C104 1.860
103 O -2.2725 5.2397 7.6694  S102 1.544
104 C -3.7979 3.9321 5.7930  S102 1.860, H108 1.090, H109 1.090, H110 1.090
105 H -2.1408 2.3474 8.6690  C101 1.090
106 H -1.3283 2.7456 7.1639  C101 1.090
107 H -2.8401 1.7103 7.2947  C101 1.090
108 H -2.8353 3.7988 5.2993  C104 1.090
109 H -4.2710 4.8331 5.4027  C104 1.090
110 H -4.5448 3.1791 5.5416  C104 1.090
111 C -4.5535 -0.5400 -0.6587  S112 1.859, H115 1.090, H116 1.090, H117 1.090
112 S -4.5021 1.2613 -0.2007  C111 1.859, O113 1.504, C114 1.851
113 O -5.9203 1.7604 -0.1616  S112 1.504
114 C -4.0404 0.7674 1.5226  S112 1.851, H118 1.090, H119 1.090, H120 1.090
115 H -5.3991 -1.0294 -0.1753  C111 1.090
116 H -3.5742 -0.9164 -0.3629  C111 1.090
117 H -4.6667 -0.6920 -1.7321  C111 1.090
118 H -3.9952 1.7055 2.0757  C114 1.090
119 H -3.0761 0.2709 1.6311  C114 1.090
120 H -4.7952 0.0658 1.8777  C114 1.090
121 C 2.5397 -5.2454 -2.8614  S122 1.834, H125 1.090, H126 1.090, H127 1.090
122 S 2.3369 -6.2732 -1.3560  C121 1.834, O123 1.547, C124 1.852
123 O 2.2246 -5.4270 -0.0660  S122 1.547
124 C 0.6587 -7.0024 -1.6401  S122 1.852, H128 1.090, H129 1.090, H130 1.090
125 H 1.8871 -4.4019 -2.6362  C121 1.090
126 H 2.2756 -5.7676 -3.7810  C121 1.090
127 H 3.5655 -4.9928 -3.1298  C121 1.090
128 H -0.0098 -6.2317 -2.0239  C124 1.090
129 H 0.2106 -7.3652 -0.7151  C124 1.090
130 H 0.6803 -7.7389 -2.4433  C124 1.090
131 C -0.7276 -0.1604 -6.4364  S132 1.844, H135 1.090, H136 1.090, H137 1.090
132 S -0.2264 -0.3124 -4.6687  C131 1.844, O133 1.550, C134 1.822
133 O 0.7638 0.8545 -4.4202  S132 1.550
134 C -1.8449 0.0150 -3.8993  S132 1.822, H138 1.090, H139 1.090, H140 1.090
135 H 0.1094 -0.5383 -7.0235  C131 1.090
136 H -0.9343 0.8745 -6.7091  C131 1.090
137 H -1.5291 -0.8374 -6.7319  C131 1.090
138 H -2.0633 1.0794 -3.8130  C134 1.090
139 H -1.7671 -0.5046 -2.9442  C134 1.090
140 H -2.5990 -0.5502 -4.4470  C134 1.090
141 C 1.2417 0.1669 -1.1046  S142 1.871, H145 1.090, H146 1.090, H147 1.090
142 S 0.0265 1.1219 -0.0499  C141 1.871, O143 1.548, C144 1.850
143 O -1.4341 0.6720 -0.2941  S142 1.548
144 C 0.4747 0.5579 1.6545  S142 1.850, H148 1.090, H149 1.090, H150 1.090
145 H 0.9925 0.4492 -2.1275  C141 1.090
146 H 0.9643 -0.8862 -1.0595  C141 1.090
147 H 2.3058 0.3429 -0.9468  C141 1.090
148 H 0.5324 -0.5196 1.8081  C144 1.090
149 H -0.4258 0.7984 2.2196  C144 1.090
150 H 1.3894 1.0436 1.9944  C144 1.090
151 C 3.3251 -4.6241 3.0615  S152 1.828, H155 1.090, H156 1.090, H157 1.090
152 S 2.2573 -5.6178 4.1634  C151 1.828, O153 1.557, C154 1.851
153 O 0.9951 -4.7544 4.4565  S152 1.557
154 C 1.7392 -7.0281 3.0819  S152 1.851, H158 1.090, H159 1.090, H160 1.090
155 H 2.9638 -4.7139 2.0371  C151 1.090
156 H 4.3030 -5.1006 2.9922  C151 1.090
157 H 3.3345 -3.5738 3.3531  C151 1.090
158 H 1.4830 -7.9471 3.6091  C154 1.090
159 H 2.5661 -7.1568 2.3835  C154 1.090
160 H 0.9332 -6.6846 2.4334  C154 1.090
161 C 3.4524 2.4574 1.8354  S162 1.810, H165 1.090, H166 1.090, H167 1.090
162 S 5.1180 2.3351 2.5323  C161 1.810, O163 1.532, C164 1.845
163 O 5.3159 3.2480 3.7469  S162 1.532
164 C 5.0304 0.5981 3.1491  S162 1.845, H168 1.090, H169 1.090, H170 1.090
165 H 3.3812 1.5948 1.1728  C161 1.090
166 H 3.4805 3.3923 1.2757  C161 1.090
167 H 2.7239 2.6262 2.6284  C161 1.090
168 H 4.4854 0.6176 4.0929  C164 1.090
169 H 6.0362 0.3618 3.4964  C164 1.090
170 H 4.5285 -0.1043 2.4837  C164 1.090
171 C -5.8159 1.4287 -3.8796  S172 1.814, H175 1.090, H176 1.090, H177 1.090
172 S -6.7556 -0.0412 -4.3783  C171 1.814, O173 1.473, C174 1.912
173 O -6.0587 -1.2378 -3.8775  S172 1.473
174 C -8.2047 0.4205 -3.2195  S172 1.912, H178 1.090, H179 1.090, H180 1.090
175 H -4.7847 1.1032 -3.7428  C171 1.090
176 H -6.0583 1.7506 -2.8668  C171 1.090
177 H -5.8768 2.3256 -4.4961  C171 1.090
178 H -7.9693 0.1464 -2.1911  C174 1.090
179 H -9.0189 -0.1886 -3.6121  C174 1.090
180 H -8.5461 1.4500 -3.1115  C174 1.090
181 C 0.5495 6.0493 6.3461  S182 1.836, H185 1.090, H186 1.090, H187 1.090
182 S 2.3837 6.0973 6.4085  C181 1.836, O183 1.524, C184 1.847
183 O 2.7176 5.8153 7.8687  S182 1.524
184 C 2.7850 4.4558 5.6638  S182 1.847, H188 1.090, H189 1.090, H190 1.090
185 H 0.1273 6.0813 5.3417  C181 1.090
186 H 0.0904 6.9052 6.8409  C181 1.090
187 H 0.2117 5.1411 6.8451  C181 1.090
188 H 3.8583 4.2720 5.6143  C184 1.090
189 H 2.3166 4.4708 4.6797  C184 1.090
190 H 2.2195 3.7269 6.2443  C184 1.090
191 C -4.7398 5.3509 -3.7264  S192 1.844, H195 1.090, H196 1.090, H197 1.090
192 S -4.1341 4.2041 -2.4151  C191 1.844, O193 1.538, C194 1.859
193 O -2.7165 4.7465 -2.1678  S192 1.538
194 C -5.2753 4.7341 -1.0470  S192 1.859, H198 1.090, H199 1.090, H200 1.090
195 H -5.8231 5.3225 -3.8431  C191 1.090
196 H -4.4130 5.1095 -4.7379  C191 1.090
197 H -4.2909 6.3033 -3.4442  C191 1.090
198 H -6.3254 4.6263 -1.3187  C194 1.090
199 H -5.1808 5.8078 -0.8844  C194 1.090
200 H -5.0806 4.2306 -0.1001  C194 1.090
201 C 4.1027 -0.7188 -5.3297  S202 1.865, H205 1.090, H206 1.090, H207 1.090
202 S 4.8744 0.3909 -4.0440  C201 1.865, O203 1.514, C204 1.890
203 O 6.3680 0.3010 -4.2744  S202 1.514
204 C 4.2127 1.9607 -4.8625  S202 1.890, H208 1.090, H209 1.090, H210 1.090
205 H 4.4264 -0.3247 -6.2931  C201 1.090
206 H 3.0174 -0.6280 -5.2875  C201 1.090
207 H 4.4116 -1.7641 -5.3441  C201 1.090
208 H 4.8281 2.1147 -5.7488  C204 1.090
209 H 4.3092 2.8568 -4.2495  C204 1.090
210 H 3.1685 1.8140 -5.1387  C204 1.090
211 C 1.6281 3.7382 -2.6455  S212 1.879, H215 1.090, H216 1.090, H217 1.090
212 S 3.1133 3.8792 -1.5040  C211 1.879, O213 1.543, C214 1.882
213 O 3.8459 2.5258 -1.3953  S212 1.543
214 C 3.9908 5.0967 -2.6399  S212 1.882, H218 1.090, H219 1.090, H220 1.090
215 H 1.1622 2.7888 -2.3813  C211 1.090
216 H 1.8745 3.5765 -3.6949  C211 1.090
217 H 0.9343 4.5785 -2.6194  C211 1.090
218 H 3.3911 6.0044 -2.7070  C214 1.090
219 H 4.3225 4.8145 -3.6392  C214 1.090
220 H 4.9330 5.3390 -2.1484  C214 1.090

Results
- Energy: -12170.15106 Eh